1.
Computed, not measured: 4 unconnected molecules or ions with the total composition C30H45FN7OP at a distorted geometry, with ωB97M-V/def2-TZVPD.

Geometry as XYZ:
```
85
C30H45FN7OP (ωB97M-V/def2-TZVPD)
C 2.7799 -1.3582 -2.5925
C 2.9732 -0.6894 -1.4463
C 2.0152 0.2465 -0.7858
C 0.7800 -0.3181 -0.3072
C 0.4492 -1.7825 -0.4843
N -0.8503 -2.0459 -1.1179
C -1.1208 -1.2354 -2.3066
C -0.1241 0.4720 0.3712
C -1.3952 -0.0999 0.8822
C -1.7746 -0.0504 2.1544
C 0.1706 1.8367 0.6196
N -0.7193 2.6028 1.3196
C -0.3727 3.8268 1.5737
N -1.2611 4.6082 2.3223
C 0.8868 4.3818 1.1527
C 1.3224 5.7791 1.5095
C 1.9561 5.8704 2.9137
C 2.6727 4.6214 3.3714
F 0.9586 6.1773 3.8402
N 1.7086 3.6708 0.4464
C 1.3799 2.3716 0.1554
C 2.3037 1.5873 -0.5765
P 3.8583 2.4098 -1.0972
C 4.3442 1.6145 -2.6535
O 3.4389 3.8804 -1.7180
H 2.2944 -0.8984 -3.4453
H 3.0820 -2.4001 -2.6264
H 3.9067 -0.8583 -0.9069
H 1.2216 -2.3244 -1.0142
H 0.4156 -2.2184 0.5190
H -0.8970 -3.0249 -1.3605
H -1.7887 -1.8003 -2.9575
H -0.2142 -0.9691 -2.8565
H -1.6719 -0.3323 -2.0328
H -2.0382 -0.5785 0.1545
H -1.1517 0.4294 2.8977
H -2.7326 -0.4751 2.4289
H -2.1644 4.1469 2.3044
H -1.3944 5.5292 1.9222
H 2.0947 6.0428 0.7904
H 0.4927 6.4841 1.5177
H 2.6760 6.6922 2.8967
H 1.9773 3.8206 3.6213
H 3.2279 4.8536 4.2818
H 3.3910 4.2793 2.6273
H 4.8554 2.3527 -3.2696
H 3.4978 1.2419 -3.2273
H 5.0183 0.7843 -2.4613
H 3.7389 4.5580 -1.1081
C -1.6230 -5.5625 3.9486
C -1.3139 -4.0926 3.6904
C -1.5285 -3.6825 2.2293
C -0.6646 -4.4390 1.3258
N 0.0151 -5.0292 0.6126
H -0.9614 -6.2131 3.3750
H -1.4882 -5.8042 5.0030
H -2.6535 -5.8006 3.6778
H -0.2816 -3.8818 3.9764
H -1.9525 -3.4693 4.3188
H -1.3142 -2.6216 2.0888
H -2.5647 -3.8510 1.9299
C -6.5001 -1.2643 4.2521
C -6.2459 0.2082 3.9534
C -6.6227 0.5988 2.5192
C -5.8429 -0.1574 1.5396
N -5.2210 -0.7419 0.7723
H -5.8924 -1.9086 3.6150
H -6.2486 -1.4936 5.2874
H -7.5490 -1.5227 4.0956
H -5.1927 0.4389 4.1246
H -6.8239 0.8257 4.6428
H -6.4399 1.6607 2.3522
H -7.6817 0.4084 2.3365
C 2.7748 -3.4740 -6.4346
C 2.5460 -2.2459 -7.3077
C 3.7772 -1.3344 -7.3856
C 4.1513 -0.8382 -6.0616
N 4.4479 -0.4670 -5.0166
H 2.9844 -3.1927 -5.4014
H 1.8898 -4.1097 -6.4288
H 3.6134 -4.0679 -6.8025
H 1.6992 -1.6762 -6.9204
H 2.2835 -2.5594 -8.3193
H 3.5789 -0.4765 -8.0289
H 4.6283 -1.8757 -7.8019
```

HOMO-LUMO gap (eV): 7.546
Relative energy (zero: lowest compared OMol25 entry of this formula, charge and spin) (kcal/mol): 0.0
SMILES: C=Cc1c(CNC)c(C=C)c2nc(N)c(C[C@H](C)F)nc2c1P(C)O.CCCC#N.CCCC#N.CCCC#N
Lowest unoccupied orbital energy (eV): 0.137
DFT total energy (Ha): -2069.8178
Largest force on an atom (eV/Å): 1.4
Charge: 0

Let us look at the Löwdin charges, expressed in e, one per atom: C -0.027; C -0.169; C -0.154; C -0.097; C -0.175; N -0.114; C -0.111; C -0.110; C -0.132; C 0.009; C -0.143; N 0.192; C -0.307; N 0.129; C -0.222; C -0.069; C -0.372; C -0.037; F -0.033; N 0.166; C -0.201; C -0.241; P 0.876; C -0.305; O -0.328; H 0.055; H 0.070; H 0.118; H 0.092; H 0.099; H 0.091; H 0.080; H 0.069; H 0.073; H 0.087; H 0.064; H 0.040; H 0.093; H 0.086; H 0.118; H 0.112; H 0.136; H 0.088; H 0.081; H 0.084; H 0.041; H 0.018; H 0.026; H 0.023; C -0.111; C -0.256; C -0.183; C -0.252; N 0.158; H 0.071; H 0.070; H 0.076; H 0.112; H 0.106; H 0.079; H 0.128; C -0.110; C -0.261; C -0.189; C -0.238; N 0.159; H 0.068; H 0.072; H 0.077; H 0.107; H 0.107; H 0.117; H 0.120; C -0.104; C -0.259; C -0.184; C -0.202; N 0.187; H 0.060; H 0.074; H 0.078; H 0.110; H 0.107; H 0.117; H 0.121



2.
Computed, not measured: a molecular structure, C30H45MnN4O7S2Sb, with ωB97M-V/def2-TZVPD.

Geometry as XYZ:
```
90
C30H45MnN4O7S2Sb (ωB97M-V/def2-TZVPD)
Mn -0.1068 0.8381 0.3510
C 1.3284 1.3460 5.2391
O 0.7334 1.9746 4.0745
C 0.4561 1.2811 3.0189
O -0.1340 1.8369 2.0645
N 0.7720 -0.0242 2.9357
N 0.3914 -0.6714 1.7449
H 1.3210 2.1111 6.0055
H 2.3549 1.0569 5.0168
H 0.7245 0.4973 5.5573
H 1.3788 -0.4962 3.5884
H -0.2686 -1.4135 1.9645
H 1.1994 -1.0835 1.2324
O 6.6485 0.7679 -4.6798
C 5.3613 1.1244 -4.7036
O 4.7942 1.3440 -5.7334
C 4.6298 1.2530 -3.3868
C 5.2610 1.3759 -2.1507
C 4.5115 1.4896 -1.0004
C 3.0986 1.4673 -1.0688
S 2.2479 1.4660 0.3988
C 2.4720 1.3911 -2.3342
C 3.2300 1.2845 -3.4683
H 6.9489 0.4987 -3.8036
H 6.3403 1.3981 -2.0672
H 4.9928 1.5652 -0.0347
H 1.3948 1.4193 -2.4012
H 2.7750 1.2154 -4.4475
C -2.2150 4.4200 -2.9947
C -0.7638 4.3487 -2.5021
C 0.1976 4.0912 -3.6731
C -0.3734 5.6265 -1.7410
C -0.6238 3.2263 -1.5603
N -0.4752 2.3830 -0.7996
H -2.3144 5.2993 -3.6306
H -2.9190 4.5229 -2.1689
H -2.4786 3.5422 -3.5842
H 0.1104 4.9209 -4.3743
H -0.0549 3.1714 -4.2016
H 1.2328 4.0373 -3.3350
H -0.4663 6.4706 -2.4238
H 0.6570 5.5798 -1.3895
H -1.0312 5.8004 -0.8893
C -5.1663 2.2993 0.7341
C -3.7765 2.2486 1.3654
C -3.0099 3.5459 1.1358
Sb -2.7167 0.4956 0.6936
C -3.2929 -0.9854 2.1417
C -2.7613 -0.6481 3.5318
C -4.8137 -1.1298 2.1525
C -3.6718 -0.1534 -1.1103
C -3.2637 0.7431 -2.2755
C -3.3459 -1.6211 -1.3701
H -5.7338 3.1227 1.1730
H -5.7431 1.3873 0.8880
H -5.1053 2.4843 -0.3407
H -3.8711 2.0782 2.4413
H -2.9479 3.7753 0.0700
H -2.0006 3.5215 1.5454
H -3.5456 4.3698 1.6123
H -2.8469 -1.9200 1.7899
H -3.1538 0.3055 3.8913
H -1.6709 -0.5973 3.5715
H -3.0767 -1.4128 4.2446
H -5.2902 -0.2333 2.5542
H -5.0987 -1.9633 2.7978
H -5.2293 -1.3272 1.1633
H -4.7405 -0.0344 -0.9192
H -2.1871 0.6893 -2.4530
H -3.5353 1.7873 -2.1040
H -3.7717 0.4180 -3.1866
H -2.2750 -1.7645 -1.5312
H -3.8614 -1.9594 -2.2716
H -3.6622 -2.2727 -0.5542
O 2.9714 -3.7133 -0.7847
S 2.9321 -2.4419 -1.4270
O 4.1252 -1.6663 -1.5837
N 1.8058 -1.4783 -0.6407
C 0.8425 -1.1450 -1.4389
O -0.1126 -0.3029 -1.1343
C 0.8893 -1.7230 -2.7999
C 0.0169 -1.5374 -3.8578
C 0.3267 -2.1494 -5.0669
C 1.4807 -2.9155 -5.2064
C 2.3609 -3.0973 -4.1428
C 2.0324 -2.4910 -2.9504
H -0.8780 -0.9389 -3.7431
H -0.3346 -2.0300 -5.9143
H 1.6995 -3.3769 -6.1599
H 3.2597 -3.6891 -4.2516
```

HOMO-LUMO gap (alpha / beta) (eV): 7.500 / 6.221
Relative energy (zero: lowest compared OMol25 entry of this formula, charge and spin) (kcal/mol): 0.0
Multiplicity: 4
Lowest unoccupied orbital energy (alpha / beta) (eV): -6.645 / -8.088
DFT total energy (Ha): -4102.9687
Largest force on an atom (eV/Å): 0.6
Charge: +2

Let us look at the Löwdin charges, expressed in e, one per atom: Mn 0.387; C 0.026; O 0.063; C -0.580; O -0.101; N 0.074; N 0.025; H 0.114; H 0.112; H 0.108; H 0.169; H 0.124; H 0.089; O 0.160; C -0.465; O 0.155; C -0.070; C 0.011; C -0.061; C -0.602; S 0.969; C -0.081; C 0.024; H 0.112; H 0.132; H 0.119; H 0.088; H 0.136; C -0.021; C -0.560; C -0.019; C -0.011; C -0.052; N 0.150; H 0.106; H 0.082; H 0.089; H 0.107; H 0.096; H 0.089; H 0.106; H 0.098; H 0.094; C -0.125; C -0.515; C -0.135; Sb 1.659; C -0.548; C -0.130; C -0.122; C -0.531; C -0.138; C -0.121; H 0.095; H 0.065; H 0.075; H 0.086; H 0.052; H 0.057; H 0.095; H 0.085; H 0.080; H 0.042; H 0.095; H 0.079; H 0.095; H 0.071; H 0.087; H 0.047; H 0.055; H 0.096; H 0.061; H 0.095; H 0.069; O -0.249; S 0.674; O -0.262; N -0.031; C -0.474; O -0.194; C -0.148; C 0.005; C -0.035; C -0.027; C -0.002; C -0.205; H 0.109; H 0.118; H 0.123; H 0.134



3.
Computed, not measured: 3 unconnected molecules or ions with the total composition C30H45N3O2P at a distorted geometry, with ωB97M-V/def2-TZVPD.

Geometry as XYZ:
```
81
C30H45N3O2P (ωB97M-V/def2-TZVPD)
C -2.8463 -5.3272 -1.0137
C -1.6543 -5.5226 -1.1205
C -0.2554 -5.8232 -1.6157
C 0.7188 -4.6157 -1.4373
C 0.1527 -3.3939 -2.2429
C -0.0700 -2.0806 -1.4258
O -0.5156 -1.1177 -2.3976
C -1.9402 -1.0919 -2.5609
C -2.2055 -0.3648 -3.9389
C -2.5311 -1.3518 -5.0965
O -1.1027 -2.1489 -0.4524
C -0.7165 -2.6651 0.8256
C 0.6601 -2.1588 1.3594
P 0.7453 -1.7346 3.1849
C 1.2172 -3.3599 4.0025
C -0.9086 -1.2858 3.8991
C -1.4148 0.1369 3.5003
N 1.0895 -0.9726 0.5209
C 1.2828 -1.4709 -0.8692
C 1.9921 -0.4844 -1.8350
C 1.5718 0.9872 -1.7398
C 2.5017 1.9480 -2.2384
C 2.2473 3.3311 -2.2631
C 0.9986 3.8084 -1.7785
C 0.0719 2.8845 -1.2583
C 0.3457 1.4936 -1.2481
H -3.9279 -5.3865 -0.9417
H 0.1246 -6.7454 -1.1307
H -0.2694 -6.0525 -2.7037
H 0.9948 -4.4024 -0.3892
H 1.6641 -4.9126 -1.9466
H -0.8094 -3.5947 -2.7548
H 0.8747 -3.1420 -3.0514
H -2.4027 -2.0946 -2.6612
H -2.4587 -0.4648 -1.8029
H -3.0551 0.3429 -3.8108
H -1.3088 0.2450 -4.1666
H -2.9274 -0.7601 -5.9483
H -1.5933 -1.8207 -5.4554
H -3.3139 -2.0880 -4.8327
H -1.5557 -2.4277 1.5148
H -0.7313 -3.7775 0.7516
H 1.3788 -2.9945 1.2137
H 1.8439 -3.2081 4.8963
H 0.3068 -3.9578 4.2259
H 1.7965 -3.9719 3.2756
H -0.7893 -1.2941 5.0073
H -1.6390 -2.0966 3.6679
H -1.9032 0.0712 2.5069
H -2.1652 0.4368 4.2633
H -0.6099 0.8934 3.5516
H 1.9642 -0.6543 0.9596
H 0.3386 -0.2832 0.6307
H 1.9623 -2.3500 -0.7852
H 3.0795 -0.5275 -1.5867
H 1.9255 -0.9079 -2.8607
H 3.4729 1.6079 -2.6437
H 3.0005 4.0095 -2.6902
H 0.8015 4.8894 -1.8262
H -0.8943 3.2649 -0.8890
H -0.4131 0.7931 -0.8644
N 1.0473 6.6980 -4.2068
C 2.2882 7.2676 -4.3198
C 2.1351 8.6269 -4.2576
C 0.7491 8.8898 -4.0953
C 0.1048 7.6818 -4.0648
H 0.8579 5.7120 -4.2252
H 3.1688 6.6573 -4.4359
H 2.9288 9.3535 -4.3204
H 0.2793 9.8561 -4.0102
H -0.9389 7.4366 -3.9561
N 0.2211 0.2288 7.3137
C -0.7760 -0.3785 8.0325
C -1.3925 0.5811 8.7899
C -0.7479 1.8166 8.5153
C 0.2401 1.5683 7.6003
H 0.8417 -0.2357 6.6760
H -0.9573 -1.4375 7.9432
H -2.2156 0.4168 9.4661
H -0.9837 2.7780 8.9415
H 0.9537 2.2248 7.1303
```

HOMO-LUMO gap (eV): 7.303
Lowest unoccupied orbital energy (eV): -2.463
DFT total energy (Ha): -1825.8500
Largest force on an atom (eV/Å): 2.6
Charge: +1

Let us look at the Löwdin charges, expressed in e, one per atom: C 0.116; C -0.136; C -0.188; C -0.173; C -0.066; C -0.422; O -0.119; C -0.182; C -0.205; C -0.109; O -0.056; C -0.144; C -0.390; P 0.957; C -0.268; C -0.438; C -0.150; N 0.103; C -0.158; C -0.070; C -0.199; C -0.043; C -0.066; C -0.078; C -0.064; C -0.049; H 0.046; H 0.118; H 0.129; H 0.089; H 0.119; H 0.125; H 0.134; H 0.121; H 0.124; H 0.108; H 0.111; H 0.074; H 0.075; H 0.076; H 0.122; H 0.118; H 0.110; H 0.040; H 0.050; H 0.039; H 0.064; H 0.079; H 0.065; H 0.083; H 0.068; H 0.172; H 0.156; H 0.156; H 0.131; H 0.143; H 0.119; H 0.108; H 0.102; H 0.112; H 0.097; N -0.008; C -0.148; C -0.108; C -0.108; C -0.144; H 0.127; H 0.101; H 0.093; H 0.093; H 0.104; N -0.011; C -0.154; C -0.105; C -0.104; C -0.141; H 0.128; H 0.102; H 0.095; H 0.095; H 0.105



Which of these has the lowest largest force on an atom? C30H45MnN4O7S2Sb



Which value of largest force on an atom does entry 3 give? 2.6 eV/Å